No. 1
{"formula": "C16H33ClP2V", "method": "the ωB97M-V functional and the def2-TZVPD basis", "symbols": ["P", "P", "C", "C", "H", "H", "H", "H", "C", "H", "H", "H", "C", "H", "H", "H", "C", "H", "H", "H", "C", "H", "H", "H", "V", "C", "C", "C", "C", "C", "C", "C", "C", "C", "H", "H", "H", "H", "H", "H", "H", "H", "H", "H", "H", "H", "H", "H", "H", "Cl", "C", "H", "H"], "coordinates": [[0.751, 0.294, -5.768], [1.287, -3.395, -4.347], [1.606, -1.246, -6.280], [0.873, -2.563, -5.978], [2.638, -1.253, -5.882], [1.720, -1.143, -7.369], [-0.219, -2.440, -6.061], [1.134, -3.290, -6.765], [2.977, -4.001, -4.784], [3.437, -4.445, -3.893], [3.622, -3.170, -5.105], [2.971, -4.760, -5.580], [0.335, -4.919, -4.253], [0.790, -5.668, -4.918], [-0.704, -4.748, -4.564], [0.362, -5.297, -3.224], [1.906, 1.630, -6.203], [1.518, 2.564, -5.764], [1.941, 1.721, -7.301], [2.914, 1.432, -5.809], [-0.666, 0.562, -6.864], [-1.291, -0.347, -6.933], [-0.293, 0.843, -7.867], [-1.260, 1.400, -6.454], [-1.950, -1.366, -0.142], [1.743, -2.459, -2.865], [2.929, -1.707, -2.563], [3.217, -0.413, -3.100], [2.320, 0.731, -2.427], [1.300, 1.246, -3.276], [0.354, 0.479, -4.101], [-0.305, -0.804, -3.460], [0.418, -1.620, -2.365], [-2.442, 0.706, -0.127], [1.731, -3.298, -2.121], [3.478, -2.073, -1.691], [3.032, -0.446, -4.191], [4.271, -0.158, -2.906], [1.952, 0.445, -1.412], [3.045, 1.538, -2.202], [1.156, 2.311, -3.284], [-0.515, 1.179, -4.210], [-0.574, -1.525, -4.254], [-1.292, -0.490, -3.050], [0.716, -0.942, -1.547], [-0.299, -2.365, -1.916], [-3.142, 1.057, 0.670], [-2.827, 0.860, -1.159], [-1.507, 1.307, -0.003], [0.651, 0.285, 0.990], [-0.028, -1.397, 0.941], [-0.202, -1.667, 1.969], [0.783, -1.978, 0.474]], "atomic_forces_ev_per_a": [[1.806, 0.004, -1.990], [2.191, -0.165, -2.813], [0.321, -0.055, -0.424], [-0.489, -0.579, -0.208], [-0.550, 0.149, -0.058], [0.013, -0.151, 0.147], [0.300, -0.018, 0.115], [0.031, 0.120, 0.272], [-0.125, -0.282, -0.169], [-0.097, 0.237, -0.079], [-0.335, -0.170, 0.320], [-0.235, 0.209, 0.140], [-0.447, -0.490, -0.266], [-0.232, 0.165, 0.216], [0.204, -0.072, 0.207], [-0.061, 0.091, -0.189], [-0.197, -0.088, -0.431], [0.227, -0.392, -0.065], [0.042, -0.030, 0.235], [-0.527, 0.078, 0.030], [-0.154, -0.102, -0.631], [0.207, 0.480, 0.022], [-0.383, -0.187, 0.405], [0.256, -0.447, -0.176], [1.305, 1.019, 0.429], [-1.855, 2.493, 5.051], [0.811, -3.221, -0.005], [-0.355, 1.572, 0.727], [2.566, -0.386, 0.619], [-1.711, 1.080, -1.415], [-1.631, 0.565, 4.122], [-0.919, -0.352, -0.014], [0.088, 0.012, -0.617], [0.156, -0.017, -0.012], [0.124, 0.137, -0.634], [0.086, -0.122, -0.557], [0.234, 0.631, 0.259], [-0.194, -0.058, -0.378], [0.628, -0.431, -0.494], [-0.363, -0.045, -0.074], [-0.296, 0.311, -0.040], [0.352, -0.307, -0.220], [-0.193, 0.120, -0.009], [0.571, 0.007, -0.156], [0.047, -0.510, -0.449], [0.077, 0.246, -0.441], [0.175, -0.294, -0.782], [-0.184, 0.378, 0.596], [-0.736, -0.616, -0.270], [0.029, -0.107, 0.162], [-0.543, -0.021, -0.918], [0.307, -0.296, 0.470], [-0.342, -0.093, 0.442]], "mulliken_spin": [-0.001, -0.004, 0.000, -0.002, 0.000, 0.000, 0.000, 0.000, 0.001, 0.001, 0.000, 0.000, -0.005, 0.000, 0.001, 0.000, 0.001, 0.000, 0.000, 0.000, 0.000, 0.000, 0.000, 0.000, 3.222, 0.010, 0.015, 0.000, -0.003, 0.002, -0.007, 0.017, 0.087, -0.106, 0.001, 0.002, 0.002, 0.000, -0.003, 0.000, 0.000, 0.002, -0.033, -0.009, -0.075, -0.028, 0.001, 0.002, 0.006, 0.005, -0.106, 0.003, 0.000], "multiplicity": 4, "homo_lumo_gap_ev": [3.7080, 3.4088], "total_charge": 0, "total_energy_ha": -2715.88245, "de_lowest_kcal_mol": 68.2, "homo_energy_ha": [-0.15049, -0.15002]}

=====

No. 2
{"formula": "C11H20CeClIN2O2PSe", "method": "the ωB97M-V functional and the def2-TZVPD basis", "symbols": ["C", "C", "H", "H", "H", "O", "I", "Ce", "P", "C", "C", "H", "H", "H", "C", "H", "H", "H", "H", "H", "H", "C", "O", "Cl", "C", "N", "C", "C", "N", "C", "C", "Se", "H", "H", "H", "H", "H", "H", "H", "H"], "coordinates": [[2.869, -0.844, -0.233], [2.094, -1.360, -1.419], [3.857, -0.405, -0.481], [3.023, -1.642, 0.519], [2.263, -0.009, 0.135], [2.197, -0.899, -2.553], [-1.001, -0.732, -2.035], [-0.734, 0.673, 2.174], [1.346, -3.045, -1.156], [0.512, -3.584, -2.652], [2.763, -4.149, -0.945], [0.845, -2.521, 1.209], [0.292, -4.142, 0.648], [-0.615, -2.674, 0.203], [0.392, -3.077, 0.370], [3.172, -4.084, 0.075], [2.341, -5.151, -1.109], [0.644, -4.677, -2.715], [0.949, -3.111, -3.546], [3.540, -3.950, -1.701], [-0.564, -3.353, -2.607], [0.418, 1.210, -1.171], [0.915, 1.777, -2.066], [0.650, -0.808, 3.722], [-1.384, 3.781, -1.286], [-1.939, 3.452, 0.025], [-3.288, 3.408, 0.298], [-3.446, 3.028, 1.594], [-2.164, 2.826, 2.110], [-1.861, 2.561, 3.531], [-1.222, 3.143, 1.143], [0.624, 2.852, 1.239], [-2.030, 4.548, -1.731], [-1.395, 2.890, -1.928], [-0.377, 4.186, -1.164], [-4.027, 3.644, -0.453], [-4.319, 2.768, 2.177], [-2.141, 3.368, 4.238], [-2.452, 1.678, 3.875], [-0.749, 2.425, 3.669]], "atomic_forces_ev_per_a": [[0.188, 0.166, 0.232], [1.852, 0.487, -2.638], [-0.657, -0.372, -0.279], [-0.223, 0.628, -0.138], [0.070, -0.100, 0.501], [-0.254, -1.099, 2.401], [-1.615, -0.242, 0.490], [1.020, -3.400, -1.581], [0.055, 0.560, -0.638], [-0.507, -0.762, 0.025], [-0.089, -0.050, 0.188], [0.197, -0.339, -0.480], [0.051, 0.426, 0.119], [0.313, -0.167, -0.197], [-0.634, -0.609, 0.337], [-0.054, -0.046, -0.442], [0.365, 0.122, 0.132], [-0.011, 0.353, -0.078], [-0.038, 0.004, 0.475], [-0.327, -0.066, 0.298], [0.578, -0.147, -0.074], [1.968, 1.891, -2.130], [-1.236, -1.375, 2.401], [-0.451, 0.540, -0.446], [-0.131, 0.327, -0.574], [0.349, -0.169, 1.266], [-0.032, -0.165, 0.605], [0.010, -0.414, -0.388], [0.337, 0.788, 0.335], [-0.274, 0.610, 0.869], [-0.622, 0.420, -1.079], [0.028, 1.289, 0.895], [0.225, -0.162, 0.121], [0.078, 0.291, 0.240], [-0.199, -0.212, -0.088], [0.055, -0.029, 0.078], [0.021, 0.317, -0.120], [0.141, -0.211, -0.697], [0.340, 0.298, -0.122], [-0.884, 0.620, 0.182]], "mulliken_spin": [-0.001, 0.000, 0.000, 0.000, 0.001, 0.000, -0.002, 1.022, 0.000, 0.000, 0.000, 0.000, 0.000, 0.000, 0.000, 0.000, 0.000, 0.000, 0.000, 0.000, 0.000, 0.000, 0.000, -0.011, 0.000, 0.001, -0.001, 0.002, 0.001, 0.002, -0.001, -0.011, 0.000, 0.000, 0.000, 0.000, 0.000, -0.001, -0.001, 0.000], "multiplicity": 2, "homo_lumo_gap_ev": [5.3857, 5.4831], "total_charge": 2, "total_energy_ha": -4666.35946, "homo_energy_ha": [-0.47600, -0.47609]}

=====

No. 3
{"formula": "C36H28I2OP2PdS", "method": "the ωB97M-V functional and the def2-TZVPD basis", "symbols": ["Pd", "O", "S", "C", "C", "C", "C", "C", "C", "P", "C", "C", "C", "C", "C", "C", "C", "C", "C", "C", "C", "C", "C", "C", "C", "C", "C", "C", "P", "C", "C", "C", "C", "C", "C", "C", "C", "C", "C", "C", "C", "H", "H", "H", "H", "H", "H", "H", "H", "H", "H", "H", "H", "H", "H", "H", "H", "H", "H", "H", "H", "H", "H", "H", "H", "H", "H", "H", "H", "I", "I"], "coordinates": [[-0.874, 0.937, -0.630], [-3.145, 0.241, 2.239], [-1.804, 0.216, 1.663], [-1.140, -1.462, 1.722], [-1.008, -2.124, 2.931], [-0.522, -3.424, 2.939], [-0.165, -4.045, 1.750], [-0.307, -3.384, 0.538], [-0.805, -2.085, 0.522], [-1.175, -1.220, -1.023], [-2.888, -1.643, -1.387], [-3.926, -0.765, -1.082], [-5.239, -1.158, -1.281], [-5.520, -2.426, -1.772], [-4.487, -3.310, -2.052], [-3.170, -2.926, -1.856], [-0.077, -1.784, -2.322], [1.289, -1.852, -2.038], [2.181, -2.216, -3.030], [1.717, -2.497, -4.310], [0.361, -2.409, -4.599], [-0.541, -2.049, -3.610], [-0.666, 0.967, 2.836], [-1.106, 1.165, 4.129], [-0.227, 1.706, 5.062], [1.067, 2.034, 4.687], [1.489, 1.856, 3.375], [0.618, 1.331, 2.427], [1.094, 1.245, 0.670], [0.507, 2.830, -0.022], [1.029, 3.294, -1.247], [0.565, 4.468, -1.797], [-0.465, 5.177, -1.174], [-1.023, 4.709, 0.002], [-0.534, 3.547, 0.591], [2.886, 1.148, 0.625], [3.693, 2.272, 0.453], [5.072, 2.126, 0.469], [5.640, 0.874, 0.661], [4.835, -0.244, 0.839], [3.457, -0.111, 0.814], [-1.278, -1.633, 3.857], [-0.415, -3.949, 3.878], [0.220, -5.056, 1.764], [-0.035, -3.878, -0.387], [-3.728, 0.211, -0.651], [-6.042, -0.475, -1.040], [-6.546, -2.730, -1.926], [-4.705, -4.303, -2.421], [-2.370, -3.625, -2.069], [1.648, -1.617, -1.043], [3.238, -2.279, -2.809], [2.415, -2.783, -5.085], [0.004, -2.626, -5.596], [-1.596, -1.977, -3.842], [-2.125, 0.908, 4.392], [-0.559, 1.867, 6.078], [1.755, 2.445, 5.414], [2.495, 2.133, 3.088], [1.805, 2.726, -1.749], [0.992, 4.837, -2.720], [-0.827, 6.096, -1.616], [-1.825, 5.253, 0.482], [-0.936, 3.228, 1.545], [3.253, 3.252, 0.321], [5.703, 2.995, 0.339], [6.717, 0.768, 0.676], [5.281, -1.217, 0.996], [2.824, -0.981, 0.959], [-2.046, 1.533, -2.944], [0.000, 1.870, -4.602]], "atomic_forces_ev_per_a": [[0.145, 0.235, -0.065], [-0.360, 0.012, 0.185], [0.290, -0.102, 0.119], [0.014, 0.035, -0.066], [-0.044, 0.037, 0.037], [0.003, -0.009, -0.018], [0.007, -0.029, 0.018], [-0.013, -0.002, -0.015], [0.026, 0.163, -0.026], [0.040, -0.337, -0.125], [0.152, 0.109, 0.025], [-0.025, -0.006, 0.041], [-0.055, -0.011, -0.001], [0.037, 0.046, 0.018], [0.011, -0.013, -0.001], [-0.010, -0.040, -0.038], [-0.060, 0.013, 0.142], [0.031, -0.010, -0.015], [0.009, 0.008, 0.024], [-0.051, 0.011, 0.011], [0.052, -0.024, -0.040], [-0.057, 0.049, 0.009], [0.040, -0.050, -0.184], [-0.118, -0.035, 0.003], [0.085, 0.019, -0.032], [-0.023, 0.009, 0.064], [-0.043, -0.031, -0.058], [0.131, 0.029, -0.055], [-0.236, 0.154, 0.132], [0.106, -0.090, 0.087], [0.014, 0.049, -0.039], [-0.003, -0.028, -0.026], [-0.004, -0.035, 0.034], [-0.020, 0.036, -0.016], [-0.099, -0.056, -0.052], [-0.100, -0.056, -0.148], [-0.021, -0.023, 0.038], [0.022, 0.009, 0.000], [0.006, 0.021, -0.003], [-0.034, -0.027, 0.003], [0.015, 0.009, -0.011], [-0.005, -0.015, -0.003], [-0.001, -0.004, -0.001], [0.003, 0.001, -0.002], [-0.001, -0.004, 0.002], [0.013, -0.010, -0.024], [-0.012, -0.015, -0.001], [-0.004, 0.003, 0.000], [-0.004, 0.001, -0.002], [-0.008, -0.009, -0.007], [0.020, -0.007, -0.007], [0.000, -0.002, -0.001], [-0.004, -0.003, -0.006], [-0.003, 0.002, 0.001], [0.003, -0.009, 0.003], [0.007, 0.001, 0.000], [0.008, 0.005, 0.006], [-0.014, -0.001, 0.010], [0.006, 0.002, 0.010], [0.017, 0.022, 0.015], [-0.005, -0.007, 0.000], [-0.003, 0.003, 0.002], [0.004, 0.007, -0.004], [0.033, -0.004, 0.005], [0.021, -0.006, 0.001], [0.007, -0.006, 0.003], [0.001, 0.006, 0.000], [0.006, 0.003, -0.001], [0.020, -0.008, 0.011], [-0.007, 0.087, 0.060], [0.040, -0.074, -0.030]], "mulliken_charge": [-0.216, -0.733, 1.279, 0.323, -0.699, -0.849, -0.793, -0.624, 0.328, 1.628, 0.961, -0.468, -0.915, -0.617, -0.833, -0.410, 0.864, -0.307, -0.733, -0.615, -0.793, -0.727, -0.710, -0.434, -0.922, -0.738, -0.710, 0.320, 2.670, -1.015, -0.573, -0.957, -0.491, -0.960, 0.376, 0.036, -0.149, -0.765, -0.566, -0.852, -0.394, 0.540, 0.450, 0.475, 0.524, 0.479, 0.476, 0.438, 0.462, 0.464, 0.265, 0.498, 0.451, 0.480, 0.526, 0.665, 0.441, 0.462, 0.549, 0.817, 0.509, 0.459, 0.501, 0.451, 0.468, 0.463, 0.420, 0.457, 0.423, 0.201, -0.030], "multiplicity": 1, "homo_lumo_gap_ev": 5.9138, "total_charge": 2, "total_energy_ha": -3267.55803, "de_lowest_kcal_mol": 5.7, "homo_energy_ha": -0.49081}

=====

No. 4
{"formula": "C13H29FN3O7S", "method": "the ωB97M-V functional and the def2-TZVPD basis", "symbols": ["C", "C", "N", "C", "N", "C", "S", "O", "O", "F", "C", "N", "O", "H", "H", "H", "H", "H", "H", "H", "H", "H", "C", "O", "C", "C", "O", "C", "H", "H", "H", "H", "H", "H", "H", "H", "H", "H", "C", "O", "C", "C", "O", "C", "H", "H", "H", "H", "H", "H", "H", "H", "H", "H"], "coordinates": [[1.736, -2.897, -0.319], [2.857, -3.342, 0.271], [3.227, -4.737, 0.151], [4.262, -5.173, -0.528], [4.639, -6.483, -0.642], [5.152, -6.548, -2.019], [5.880, -8.111, -2.484], [4.844, -8.872, -3.070], [6.634, -8.618, -1.405], [6.814, -7.597, -3.609], [5.968, -5.253, -2.106], [5.101, -4.409, -1.263], [5.638, -3.283, -0.669], [1.531, -3.123, -1.362], [1.063, -2.267, 0.256], [3.583, -2.727, 0.791], [2.667, -5.414, 0.647], [3.879, -7.125, -0.433], [4.299, -6.367, -2.680], [5.952, -4.841, -3.113], [6.991, -5.288, -1.730], [5.330, -2.528, -1.195], [-1.695, 2.767, 1.438], [-2.556, 1.646, 1.584], [-2.430, 0.690, 0.552], [-1.534, -0.466, 0.945], [-0.190, -0.063, 1.180], [0.094, 0.152, 2.555], [-1.618, 3.254, 2.409], [-0.694, 2.474, 1.114], [-2.113, 3.477, 0.720], [-2.065, 1.159, -0.368], [-3.430, 0.293, 0.351], [-1.516, -1.186, 0.120], [-1.937, -0.974, 1.827], [0.282, -0.801, 3.063], [-0.722, 0.670, 3.060], [0.991, 0.767, 2.615], [-5.593, 8.029, 0.678], [-6.026, 7.029, -0.227], [-5.043, 6.648, -1.171], [-4.306, 5.389, -0.764], [-3.557, 5.556, 0.429], [-4.228, 5.092, 1.588], [-6.263, 8.008, 1.537], [-4.572, 7.852, 1.024], [-5.647, 9.018, 0.212], [-4.334, 7.465, -1.340], [-5.560, 6.454, -2.115], [-3.595, 5.133, -1.556], [-5.009, 4.556, -0.659], [-4.139, 4.004, 1.669], [-5.286, 5.363, 1.587], [-3.754, 5.550, 2.455]], "atomic_forces_ev_per_a": [[0.364, 0.008, 0.337], [-0.191, -0.029, 0.083], [1.244, 0.479, -1.183], [0.924, -0.323, 0.436], [-1.181, -0.076, -0.289], [-0.181, 1.106, -0.335], [-0.622, -0.613, 0.762], [0.001, 0.072, -0.363], [0.525, 0.280, -0.078], [0.107, 0.064, 0.027], [0.088, 0.338, 0.120], [-0.247, -0.042, -0.182], [-0.248, 0.097, -0.105], [-0.969, -1.246, 0.467], [0.635, 1.339, -0.716], [-0.711, -0.239, 1.232], [-0.125, 0.122, 0.058], [0.251, -0.308, -0.045], [0.121, -0.577, -0.328], [0.191, -0.177, -0.055], [-0.086, -0.155, 0.194], [0.076, -0.016, -0.016], [-0.019, 0.058, -0.103], [0.159, -0.068, 0.100], [-0.178, 0.060, 0.046], [0.102, -0.040, -0.137], [-0.026, -0.097, 0.050], [0.078, -0.002, -0.003], [-0.068, 0.004, 0.005], [-0.008, -0.051, 0.012], [0.081, 0.043, -0.007], [0.046, -0.011, 0.005], [0.014, -0.011, -0.033], [-0.037, -0.006, 0.007], [-0.015, 0.028, 0.016], [-0.042, 0.013, 0.031], [-0.008, 0.007, -0.015], [0.017, -0.019, -0.022], [-0.035, 0.050, -0.023], [0.083, -0.084, 0.102], [-0.162, 0.023, -0.074], [0.164, -0.026, -0.012], [-0.079, 0.076, 0.031], [-0.015, -0.081, 0.047], [-0.039, 0.012, -0.028], [0.003, -0.015, -0.005], [0.036, 0.007, 0.011], [0.031, -0.012, 0.030], [0.029, 0.006, -0.014], [-0.027, -0.012, -0.020], [-0.031, 0.019, 0.009], [-0.083, -0.005, 0.038], [0.005, 0.037, -0.045], [0.059, -0.008, -0.026]], "mulliken_charge": [-0.397, -0.417, -0.094, 0.250, -0.328, -0.070, 1.252, -0.535, -0.515, -0.186, -0.650, 0.267, -0.419, 0.244, 0.204, 0.397, 0.237, 0.334, 0.316, 0.346, 0.355, 0.389, -0.746, -0.369, -0.602, -0.413, -0.359, -0.797, 0.269, 0.421, 0.252, 0.350, 0.383, 0.352, 0.339, 0.329, 0.350, 0.266, -0.695, -0.378, -0.655, -0.389, -0.373, -0.804, 0.250, 0.296, 0.319, 0.327, 0.395, 0.393, 0.339, 0.302, 0.423, 0.248], "multiplicity": 1, "homo_lumo_gap_ev": 6.3235, "total_charge": 1, "total_energy_ha": -1701.25685, "homo_energy_ha": -0.38246}